{
  "formula": "C2H4ClP",
  "method": "the ωB97M-V functional and the def2-TZVPD basis",
  "smiles": "C=[PH]=CCl",
  "homo_energy_ev": -8.08,
  "spin_multiplicity": 1,
  "elements": ["C", "P", "C", "Cl", "H", "H", "H", "H"],
  "positions_angstrom": [[-1.75610, -0.38185, -0.21209], [-0.05375, -0.09054, 0.03865], [1.58940, 0.84840, 0.14386], [2.88413, -0.26617, -0.04103], [-2.32438, 0.27010, -0.85083], [-2.26000, -0.94656, 0.55038], [0.26326, -1.09153, 0.95159], [1.65745, 1.65816, -0.58054]],
  "forces_ev_per_a": [[2.890, 1.522, 0.029], [-0.481, -0.458, 0.528], [-3.070, -0.363, -0.728], [0.682, -0.410, 0.037], [-0.157, 0.035, -0.159], [-0.005, -0.253, 0.166], [0.058, -0.167, 0.030], [0.084, 0.092, 0.097]],
  "nbo_charge": [-0.86, 0.87, -0.64, 0.00, 0.22, 0.24, -0.03, 0.20]
}

***

{
  "formula": "C3H7NO",
  "method": "the ωB97M-V functional and the def2-TZVPD basis",
  "charge": 1,
  "homo_energy_ev": [-16.46, -16.19],
  "spin_multiplicity": 2,
  "s2": 0.759,
  "elements": ["O", "C", "C", "C", "N", "H", "H", "H", "H", "H", "H", "H"],
  "positions_angstrom": [[-0.01953, -1.91812, -1.47937], [-0.54728, -1.04681, -0.90977], [0.22770, 0.22535, -0.26692], [-0.68896, 0.97995, 0.68674], [1.46500, -0.15203, 0.32490], [-1.63132, -1.06037, -0.67112], [0.51486, 0.90617, -1.07452], [-1.38926, 1.59349, 0.15849], [-0.19143, 1.52585, 1.47939], [-1.32939, 0.30261, 1.26888], [2.21293, -0.32003, -0.34872], [1.37669, -1.03606, 0.83202]],
  "forces_ev_per_a": [[0.235, 0.135, -0.190], [-0.439, -0.825, 0.002], [2.020, 2.310, 0.746], [-1.200, -1.361, 1.176], [-1.178, -2.160, -1.277], [0.028, 0.404, -0.012], [-0.444, -0.308, -0.411], [-0.117, 0.561, -0.487], [0.541, 0.324, -0.449], [0.126, -0.208, -0.181], [0.170, 0.563, 0.080], [0.259, 0.566, 1.004]],
  "nbo_charge": [-0.28, 0.46, -0.15, -0.63, -0.46, 0.24, 0.27, 0.26, 0.27, 0.23, 0.41, 0.40]
}

***

{
  "formula": "C6H14N2O2",
  "method": "the ωB97M-V functional and the def2-TZVPD basis",
  "smiles": "CNC(C)=O.CNC(C)=O",
  "homo_energy_ev": -8.66,
  "spin_multiplicity": 1,
  "elements": ["C", "N", "C", "C", "O", "H", "H", "H", "H", "H", "H", "H", "C", "N", "C", "C", "O", "H", "H", "H", "H", "H", "H", "H"],
  "positions_angstrom": [[0.52807, -2.73834, -1.74355], [0.99237, -1.79202, -0.70572], [2.01525, -0.91926, -1.01158], [2.12511, 0.27516, -0.07089], [2.65981, -1.12353, -2.02734], [1.03960, -2.51426, -2.65208], [0.67410, -3.72816, -1.32946], [-0.51886, -2.44644, -2.01319], [0.83940, -2.00933, 0.29326], [1.30990, 0.47196, 0.58828], [3.07748, 0.16681, 0.47954], [2.18110, 1.15761, -0.71490], [-1.05320, 1.89753, -0.86064], [-1.55388, 1.69201, 0.50148], [-1.19065, 0.66670, 1.30256], [-1.86866, 0.73908, 2.64301], [-0.32006, -0.16571, 1.09191], [-1.17768, 2.94967, -1.14021], [0.03402, 1.82227, -0.91116], [-1.52088, 1.22694, -1.56370], [-2.28989, 2.32398, 0.77906], [-2.91327, 1.08718, 2.59159], [-1.92336, -0.23527, 3.15490], [-1.14583, 1.19542, 3.31881]],
  "forces_ev_per_a": [[-0.868, 1.418, 1.284], [0.234, -0.323, 0.300], [-1.240, -0.995, 0.091], [1.960, 0.117, -0.815], [0.415, 1.241, 0.168], [0.928, -0.408, -0.357], [-0.343, -0.423, -0.679], [0.408, -0.854, 0.662], [-0.363, 0.590, -1.220], [-0.099, -0.603, 0.223], [-0.324, 0.326, -0.213], [0.488, -0.075, -0.054], [0.700, 0.711, 0.516], [0.314, 0.245, -1.283], [-0.127, -0.118, 1.152], [-0.361, -1.356, 0.788], [-1.221, 0.427, -0.238], [-0.606, -0.262, 0.013], [-0.125, -0.618, 0.172], [-0.077, -0.119, -0.317], [0.145, -0.387, 0.266], [0.708, 0.569, 0.347], [-0.040, -0.121, -0.822], [-0.506, 1.018, 0.014]],
  "nbo_charge": [-0.42, -0.63, 0.68, -0.73, -0.64, 0.24, 0.20, 0.18, 0.41, 0.26, 0.23, 0.22, -0.42, -0.61, 0.68, -0.72, -0.65, 0.21, 0.22, 0.21, 0.40, 0.22, 0.24, 0.25]
}

***

{
  "formula": "CH10N6",
  "method": "the ωB97M-V functional and the def2-TZVPD basis",
  "homo_energy_ev": -7.95,
  "spin_multiplicity": 1,
  "elements": ["C", "N", "N", "N", "N", "N", "N", "H", "H", "H", "H", "H", "H", "H", "H", "H", "H"],
  "positions_angstrom": [[1.71902, 1.34505, -0.90636], [0.14525, -0.90324, 1.58233], [-0.86440, 0.35911, 1.17087], [-0.73316, 0.69904, -0.13768], [0.89581, 0.17284, -0.70585], [-0.31273, -2.13049, 1.31185], [-1.67714, 0.03430, -0.91606], [-0.45525, 1.11883, 1.71228], [0.86468, -0.68637, 0.80224], [0.62385, -0.22685, -1.59885], [-0.95952, -2.49528, 2.00182], [-0.57999, -2.32967, 0.34659], [-2.26606, 0.70709, -1.38940], [-2.24494, -0.64965, -0.42072], [2.11045, 1.67415, 0.05978], [2.56170, 1.11731, -1.56746], [1.17242, 2.19383, -1.34538]],
  "forces_ev_per_a": [[-0.352, 0.591, 0.168], [0.602, 2.906, -0.789], [1.358, -1.948, 1.193], [1.666, 0.145, -1.521], [-2.152, 0.268, 0.204], [-0.803, -1.189, -0.449], [0.290, -0.527, -0.640], [0.138, -0.283, -0.007], [-1.134, -0.341, 1.373], [-0.207, 0.122, 0.028], [0.082, 0.169, -0.232], [-0.035, 0.051, 0.297], [0.140, 0.013, 0.119], [0.350, 0.333, 0.197], [0.093, -0.001, -0.112], [-0.088, -0.148, 0.148], [0.053, -0.161, 0.023]],
  "nbo_charge": [-0.43, -0.34, -0.41, -0.01, -0.57, -0.64, -0.69, 0.35, 0.39, 0.36, 0.36, 0.33, 0.37, 0.36, 0.19, 0.21, 0.18]
}

***

For the records above, the corresponding energy above the lowest of the compared OMol25 structures with the same formula, charge and spin values read 357.1, 85.7, 153.8, 379.7 kJ/mol.